[1]
Here is a cluster of 13 separate species, C68H90N8O26 in total from OMol25. Energies are from ωB97M-V with the def2-TZVPD basis set.

Geometry (Å):
1 C 3.873 7.212 -2.842
2 C 2.472 7.277 -3.092
3 C 1.689 6.326 -2.570
4 C 2.213 5.245 -1.892
5 C 3.593 5.255 -1.526
6 C 4.452 6.236 -1.982
7 N 1.340 4.111 -1.458
8 O 0.198 4.115 -1.819
9 O 1.895 3.197 -0.876
10 H 4.495 7.916 -3.375
11 H 2.113 7.978 -3.830
12 H 0.642 6.318 -2.839
13 H 4.009 4.414 -0.991
14 H 5.513 6.241 -1.781
15 C 3.320 -3.265 0.507
16 C 3.044 -3.520 -0.865
17 C 4.105 -3.924 -1.644
18 C 5.434 -4.143 -1.069
19 C 5.633 -3.913 0.275
20 C 4.568 -3.483 1.083
21 N 6.465 -4.725 -1.957
22 O 6.529 -4.370 -3.118
23 O 7.356 -5.385 -1.489
24 H 2.509 -2.880 1.107
25 H 2.050 -3.349 -1.252
26 H 3.928 -3.964 -2.709
27 H 6.630 -4.081 0.655
28 H 4.668 -3.260 2.135
29 C -4.102 0.058 -1.256
30 C -4.547 0.897 -2.269
31 C -5.269 0.418 -3.361
32 C -5.498 -0.942 -3.460
33 C -4.939 -1.835 -2.455
34 C -4.275 -1.304 -1.367
35 N -6.320 -1.576 -4.541
36 O -5.983 -2.714 -4.845
37 O -7.181 -0.868 -5.108
38 H -3.682 0.428 -0.333
39 H -4.333 1.953 -2.205
40 H -5.710 1.068 -4.102
41 H -5.191 -2.885 -2.449
42 H -3.883 -1.952 -0.596
43 C -2.278 7.450 1.167
44 C -1.473 6.345 1.020
45 C -0.384 6.093 1.850
46 C -0.138 6.904 2.938
47 C -0.977 8.018 3.129
48 C -2.001 8.321 2.200
49 N 0.932 6.588 3.907
50 O 1.288 5.422 3.967
51 O 1.201 7.466 4.708
52 H -3.125 7.668 0.533
53 H -1.625 5.687 0.177
54 H 0.207 5.219 1.619
55 H -0.812 8.771 3.886
56 H -2.459 9.295 2.293
57 C 1.228 2.224 5.443
58 C 2.557 1.701 5.543
59 C 2.742 0.322 5.205
60 C 1.668 -0.411 4.728
61 C 0.364 0.159 4.531
62 C 0.180 1.464 4.933
63 N 1.817 -1.859 4.389
64 O 0.927 -2.480 3.850
65 O 2.922 -2.399 4.584
66 H 0.994 3.251 5.681
67 H 3.384 2.320 5.858
68 H 3.759 -0.020 5.333
69 H -0.492 -0.470 4.334
70 H -0.750 2.006 4.845
71 C -0.377 -7.662 1.722
72 C -0.565 -6.269 1.938
73 C -0.665 -5.775 3.266
74 C -0.519 -6.701 4.316
75 C -0.305 -8.069 4.056
76 C -0.151 -8.556 2.762
77 N -0.509 -6.223 5.712
78 O -0.435 -5.024 5.872
79 O -0.638 -6.999 6.623
80 H -0.510 -8.061 0.727
81 H -0.610 -5.587 1.102
82 H -0.917 -4.744 3.463
83 H -0.223 -8.727 4.908
84 H 0.009 -9.609 2.583
85 C 2.554 0.204 -3.639
86 C 3.581 -0.245 -2.878
87 C 4.658 0.563 -2.552
88 C 4.714 1.887 -3.124
89 C 3.607 2.278 -3.898
90 C 2.545 1.455 -4.217
91 N 5.838 2.792 -2.860
92 O 5.991 3.788 -3.552
93 O 6.491 2.616 -1.830
94 H 1.674 -0.398 -3.810
95 H 3.500 -1.234 -2.451
96 H 5.363 0.245 -1.798
97 H 3.517 3.244 -4.372
98 H 1.747 1.791 -4.863
99 C -3.920 -9.588 -0.168
100 C -3.795 -8.907 0.991
101 C -3.709 -7.515 0.941
102 C -3.801 -6.839 -0.305
103 C -3.846 -7.631 -1.483
104 C -3.876 -9.010 -1.406
105 N -3.569 -5.396 -0.479
106 O -3.101 -4.829 0.506
107 O -4.108 -4.842 -1.405
108 H -3.861 -10.656 -0.019
109 H -3.667 -9.361 1.963
110 H -3.584 -7.020 1.893
111 H -3.794 -7.178 -2.462
112 H -3.712 -9.550 -2.327
113 C -5.476 -5.747 -4.831
114 O -4.164 -6.223 -4.612
115 C -3.220 -5.201 -4.629
116 C -1.708 -5.523 -4.477
117 O -1.462 -5.982 -3.169
118 C -0.603 -5.177 -2.306
119 H -5.790 -5.048 -4.056
120 H -6.078 -6.656 -4.815
121 H -5.544 -5.098 -5.704
122 H -3.474 -4.424 -3.908
123 H -3.246 -4.833 -5.654
124 H -1.131 -4.617 -4.663
125 H -1.425 -6.226 -5.261
126 H 0.400 -5.385 -2.679
127 H -0.723 -5.568 -1.296
128 H -0.812 -4.107 -2.302
129 C -1.385 1.957 -4.524
130 O -1.040 0.686 -4.946
131 C -2.164 -0.196 -5.096
132 C -1.708 -1.519 -5.734
133 O -2.693 -2.568 -6.010
134 C -3.623 -2.224 -6.982
135 H -1.821 2.616 -5.273
136 H -0.448 2.412 -4.202
137 H -1.977 2.044 -3.613
138 H -2.986 0.266 -5.642
139 H -2.616 -0.348 -4.116
140 H -0.993 -1.966 -5.043
141 H -1.097 -1.252 -6.596
142 H -3.206 -2.136 -7.985
143 H -4.228 -1.333 -6.811
144 H -4.329 -3.055 -6.984
145 C -0.525 -2.239 0.702
146 O 0.165 -2.004 -0.497
147 C -0.400 -1.034 -1.359
148 C -0.269 0.386 -0.820
149 O -1.187 0.812 0.179
150 C -0.714 1.928 0.940
151 H -0.120 -3.120 1.200
152 H -1.572 -2.364 0.424
153 H -0.442 -1.384 1.373
154 H -1.454 -1.146 -1.616
155 H 0.144 -1.082 -2.303
156 H -0.444 1.095 -1.630
157 H 0.732 0.451 -0.393
158 H -1.474 2.181 1.680
159 H -0.537 2.842 0.373
160 H 0.165 1.517 1.435
161 C 7.106 6.754 1.666
162 O 6.088 6.025 2.355
163 C 5.266 5.242 1.567
164 C 4.531 4.099 2.326
165 O 4.101 3.105 1.408
166 C 3.191 2.126 1.973
167 H 7.847 6.161 1.129
168 H 7.587 7.379 2.418
169 H 6.514 7.269 0.909
170 H 5.776 4.978 0.640
171 H 4.472 5.832 1.109
172 H 3.778 4.665 2.874
173 H 5.123 3.465 2.987
174 H 2.850 1.409 1.226
175 H 2.268 2.554 2.366
176 H 3.631 1.524 2.768
177 C -0.920 6.338 8.917
178 O -1.830 6.345 7.870
179 C -1.441 5.443 6.815
180 C -2.502 5.541 5.678
181 O -2.276 4.486 4.739
182 C -3.114 4.452 3.644
183 H -1.436 6.637 9.829
184 H -0.130 7.057 8.700
185 H -0.455 5.385 9.171
186 H -1.300 4.398 7.090
187 H -0.464 5.686 6.397
188 H -2.371 6.487 5.152
189 H -3.548 5.504 5.982
190 H -2.851 3.546 3.098
191 H -3.149 5.232 2.883
192 H -4.143 4.433 4.003

**LUMO level**: -0.931 eV
**ΔE to the lowest compared entry with this formula, charge and spin**: 0.0 kJ/mol
**Strongest force on any atom**: 0.070 hartree/bohr
**Orbital gap**: 8.489 eV

Mulliken population analysis, charges in e, atoms 1 to 99: -0.69, -0.61, -0.46, -0.67, 0.11, -0.68, 1.48, -0.68, -0.41, 0.40, 0.39, 0.47, 0.80, 0.60, -0.57, -0.54, -0.02, -0.15, -0.26, -0.78, 0.94, -0.56, -0.58, 0.44, 0.63, 0.39, 0.48, 0.51, -0.27, -0.46, -0.79, 0.18, -0.49, -0.24, 0.89, -0.44, -0.61, 0.37, 0.45, 0.50, 0.47, 0.42, -0.70, -0.53, 0.00, -0.25, -0.45, -0.47, 1.02, -0.45, -0.60, 0.44, 0.49, 0.51, 0.48, 0.42, -0.24, -0.57, -0.46, 0.03, -0.37, -0.61, 1.02, -0.45, -0.64, 0.33, 0.47, 0.49, 0.50, 0.47, -0.25, 0.13, -0.19, -0.17, -0.36, -0.90, 1.01, -0.57, -0.62, 0.50, 0.03, 0.53, 0.48, 0.41, -0.22, -0.26, -0.31, -0.37, 0.05, -1.14, 1.06, -0.59, -0.61, 0.35, 0.41, 0.52, 0.47, 0.60, -0.30


[2]
Here is a structure of composition C3H11N2O from OMol25. Energies are from ωB97M-V with the def2-TZVPD basis set.

Geometry (Å):
1 C 0.046 -1.584 0.069
2 C 0.556 -0.134 0.423
3 C 0.467 1.140 -0.618
4 N -0.852 1.678 -0.836
5 N 2.200 -0.220 0.383
6 H 0.763 -2.204 0.546
7 H -0.949 -1.815 0.422
8 H 0.050 -1.875 -0.951
9 H 1.093 1.905 -0.229
10 H 1.003 0.684 -1.455
11 H -1.057 2.637 -1.077
12 H 2.660 -0.759 1.100
13 H 1.390 0.339 1.253
14 H -0.256 0.209 1.166
15 H -3.222 -0.577 0.073
16 H -1.573 0.941 -0.439
17 O -2.319 -0.365 0.169

**LUMO level**: -9.955 eV
**ΔE to the lowest compared entry with this formula, charge and spin**: 1262.7 kJ/mol
**Strongest force on any atom**: 0.085 hartree/bohr
**Orbital gap**: 4.353 eV
**Total charge**: +1

Partial atomic charges computed with the natural (NBO) method, in multiples of e: -0.57, -0.25, -0.27, -0.42, -0.64, 0.24, 0.29, 0.24, 0.25, 0.33, 0.44, 0.38, 0.45, 0.30, 0.47, 0.46, -0.70


> What is the LUMO level in the first record?

-0.931 eV


> Which formula does entry 2 have?

C3H11N2O


> What is the strongest force on any atom in the second record?

0.085 hartree/bohr